A 14-piece molecular cluster, C76H186B2F14N9O13P overall, computed with ωB97M-V/def2-TZVPD.

Geometry as XYZ:
```
301
Properties=species:S:1:pos:R:3:mulliken_charge:R:1
C 0.3165 -3.6361 7.8806 -1.128
C -0.4933 -2.5023 7.3512 -0.477
N -0.6803 -2.3584 5.7819 1.079
C 0.6061 -2.7113 4.9973 -1.014
C -1.7729 -3.3775 5.2597 0.014
C -1.8252 -4.7720 5.8491 -1.727
C -1.2302 -0.9318 5.4778 -0.350
C -0.3074 0.2875 5.6237 -0.461
O 1.0095 0.0317 5.2122 0.254
C 1.8140 1.2137 5.2154 -0.808
H 0.1406 -3.5941 8.9555 0.465
H 1.3838 -3.4352 7.7877 0.201
H 0.0940 -4.5758 7.3751 0.223
H -0.1712 -1.5511 7.7749 0.547
H -1.5179 -2.6131 7.7062 0.385
H 0.8822 -3.7607 5.1001 0.522
H 1.3489 -2.2119 5.6194 0.020
H 0.5081 -2.3588 3.9705 0.178
H -1.5532 -3.4594 4.1952 0.295
H -2.7596 -2.9711 5.4820 0.198
H -2.6886 -5.1957 5.3361 0.477
H -2.1367 -4.9325 6.8812 0.383
H -0.9431 -5.3966 5.7085 0.308
H -2.1588 -0.6862 5.9931 0.585
H -1.5257 -0.8727 4.4303 -0.364
H -0.1722 0.5568 6.6712 0.665
H -0.6865 1.1754 5.1177 -0.203
H 2.7397 0.9667 4.6955 0.353
H 2.0769 1.4877 6.2371 0.372
H 1.3027 1.9786 4.6309 -0.100
C -0.6977 -3.3760 -1.9451 0.301
C -0.6670 -4.4040 -3.0763 -0.935
N -1.2069 -3.9736 -4.5364 0.391
C -2.7048 -3.5181 -4.5030 -0.935
C -0.4338 -2.8121 -5.0937 -0.535
C 1.0571 -2.9047 -5.0678 -0.997
C -1.1769 -5.2432 -5.4710 -0.570
C -1.3439 -5.0425 -6.9784 -0.876
O -0.2612 -4.3693 -7.5211 -0.233
C -0.4653 -3.8713 -8.8539 -0.951
H -0.1431 -2.4774 -2.2156 -0.648
H -0.3160 -3.7737 -1.0048 0.930
H -1.6506 -2.8536 -1.8606 -0.390
H -1.4309 -5.1067 -2.7433 0.607
H 0.2741 -4.9292 -3.2391 0.403
H -3.2551 -4.4390 -4.3101 0.442
H -2.9705 -3.1341 -5.4879 0.385
H -2.7148 -2.7298 -3.7503 0.266
H -0.8417 -2.0458 -4.4345 0.520
H -0.7744 -2.5274 -6.0892 0.523
H 1.4965 -3.7681 -5.5674 0.457
H 1.5277 -2.9176 -4.0847 -0.122
H 1.3431 -1.9943 -5.5947 -0.005
H -1.8122 -5.9743 -4.9710 0.610
H -0.1346 -5.5405 -5.3554 0.363
H -2.2621 -4.5011 -7.2062 0.358
H -1.5600 -6.0066 -7.4389 0.605
H -1.3555 -3.3660 -9.2286 0.379
H -0.3464 -4.7119 -9.5375 0.377
H 0.4065 -3.2509 -9.0617 0.281
C 6.5619 -5.7907 3.2840 -0.861
C 6.2610 -6.7085 4.5399 -0.605
N 5.9942 -5.9635 5.8932 0.097
C 5.8033 -7.1018 6.9382 -1.037
C 7.1251 -4.9868 6.3812 -0.401
C 8.5637 -5.6439 6.4215 -1.348
C 4.6044 -5.2033 5.7035 -0.209
C 4.0795 -4.4747 6.9068 0.204
O 4.8261 -3.2621 7.2284 -0.388
C 4.4229 -2.0357 6.4477 -0.564
H 5.7228 -5.1859 2.9401 0.118
H 6.9088 -6.4069 2.4544 0.525
H 7.3221 -5.0256 3.4417 0.374
H 7.1204 -7.3125 4.8310 0.496
H 5.5199 -7.4782 4.3241 0.474
H 6.7032 -7.7168 6.9411 0.508
H 4.9623 -7.7200 6.6241 0.378
H 5.5391 -6.6209 7.8800 0.352
H 6.8889 -4.4424 7.2955 0.573
H 7.0369 -4.1826 5.6508 0.343
H 9.1457 -5.7576 5.5069 0.339
H 8.6509 -6.5267 7.0549 0.335
H 9.2558 -4.9783 6.9373 0.443
H 3.8958 -5.9983 5.4712 0.227
H 4.7369 -4.6296 4.7862 0.009
H 4.0250 -5.0290 7.8437 0.417
H 3.0066 -4.3251 6.7854 -0.656
H 5.1479 -1.2585 6.6895 0.401
H 3.4250 -1.6379 6.6320 0.108
H 4.6163 -2.2773 5.4025 0.288
C 4.0113 -7.2733 0.8884 -1.384
C 4.7178 -5.9498 0.4088 -0.408
N 4.2965 -5.4256 -0.9950 1.178
C 2.8048 -4.9393 -1.1420 -0.668
C 5.3228 -4.1978 -1.2595 -0.454
C 5.5123 -3.1545 -0.1830 -1.536
C 4.5221 -6.5626 -2.0863 -0.915
C 4.5291 -5.9786 -3.4867 -0.325
O 5.8059 -5.3475 -3.7687 -0.378
C 5.7294 -4.8208 -5.1336 -0.595
H 2.9360 -7.3335 0.7204 0.320
H 4.2420 -7.4032 1.9457 0.018
H 4.3629 -8.1841 0.4037 0.490
H 5.8027 -5.9088 0.5056 0.587
H 4.3997 -5.1802 1.1122 0.065
H 2.6636 -4.1964 -0.3569 0.095
H 2.2120 -5.8300 -0.9344 0.579
H 2.6621 -4.4851 -2.1226 -0.309
H 4.8869 -3.7221 -2.1381 0.248
H 6.2698 -4.6291 -1.5839 0.624
H 6.1755 -3.3720 0.6541 0.421
H 4.6105 -2.7008 0.2280 0.212
H 6.1220 -2.4091 -0.6938 0.512
H 3.6964 -7.2482 -1.8960 0.471
H 5.4638 -7.0668 -1.8690 0.480
H 3.6543 -5.3647 -3.7012 0.007
H 4.4323 -6.8377 -4.1506 0.691
H 6.6574 -4.4826 -5.5948 0.294
H 5.0181 -3.9951 -5.1149 0.091
H 5.2983 -5.5424 -5.8275 0.341
C -3.5771 4.9406 -2.1988 0.219
C -4.0266 6.3091 -2.9124 -1.222
N -3.3546 6.5368 -4.3208 0.294
C -3.5253 5.2732 -5.1938 -0.871
C -4.2718 7.6483 -5.0111 -0.283
C -3.6444 8.2653 -6.2321 -1.335
C -1.8047 6.8893 -4.2577 0.292
C -1.4102 7.9873 -3.2099 -0.617
O -2.0464 9.2175 -3.4942 -0.377
C -1.6613 10.1836 -2.5422 -0.720
H -2.4909 4.8520 -2.2235 -0.201
H -3.9750 4.0317 -2.6501 -0.049
H -3.6294 4.9822 -1.1109 0.338
H -3.6883 7.1478 -2.3039 0.502
H -5.1058 6.3692 -3.0538 0.411
H -2.9593 4.4409 -4.7753 0.066
H -3.0740 5.4666 -6.1669 0.440
H -4.5880 5.0636 -5.3160 0.388
H -4.4846 8.4324 -4.2845 0.421
H -5.2115 7.1592 -5.2679 0.578
H -2.7712 8.8843 -6.0263 0.285
H -4.2744 9.0394 -6.6704 0.427
H -3.4225 7.5233 -6.9991 0.345
H -1.4525 7.1830 -5.2466 0.631
H -1.4414 5.8946 -3.9996 -0.547
H -0.3316 8.1444 -3.2011 0.634
H -1.7428 7.8659 -2.1790 -0.103
H -2.0329 11.1944 -2.7103 0.302
H -0.5963 10.4007 -2.4605 0.272
H -2.1048 9.7536 -1.6441 0.358
C -4.7341 -3.2769 -1.0060 -1.351
C -4.9774 -2.1636 -2.0405 0.220
N -6.0025 -1.0472 -1.5656 1.092
C -6.5471 -0.4930 -2.9033 -1.217
C -7.1399 -1.6326 -0.6486 -0.546
C -8.1558 -0.5839 -0.2555 -1.067
C -5.1412 -0.0906 -0.6432 -0.203
C -5.2566 1.4324 -0.8772 0.711
O -6.5588 1.9202 -1.0573 -0.283
C -6.6620 3.2385 -0.5354 -0.637
H -3.9332 -3.9458 -1.3212 0.283
H -5.5970 -3.9078 -0.7927 0.285
H -4.3644 -2.7027 -0.1565 0.380
H -5.3529 -2.6471 -2.9424 0.729
H -4.0125 -1.7947 -2.3882 -0.516
H -7.3001 0.2935 -2.8520 0.260
H -6.9356 -1.3650 -3.4294 0.446
H -5.6276 -0.2103 -3.4158 0.365
H -6.6240 -2.0497 0.2163 0.374
H -7.4019 -2.5322 -1.2055 0.489
H -8.8156 -0.9970 0.5075 0.464
H -8.8147 -0.1623 -1.0145 0.329
H -7.6357 0.1508 0.3591 0.178
H -4.0804 -0.3311 -0.7138 -0.086
H -5.1973 -0.3354 0.4175 -0.117
H -4.6275 1.7061 -1.7242 -0.272
H -4.7725 1.8815 -0.0100 -0.243
H -7.6826 3.6195 -0.4992 0.398
H -5.9999 4.0010 -0.9456 0.054
H -6.1728 3.3006 0.4367 0.317
C -3.8288 4.0358 2.3815 -0.376
C -2.8030 4.1158 3.5480 0.200
N -3.3626 4.5056 4.9934 0.082
C -3.7919 5.9898 5.0263 -1.042
C -4.5544 3.6013 5.2712 -0.706
C -4.2859 2.0245 5.3827 -0.991
C -2.2791 4.3651 6.1488 -0.297
C -1.0242 5.2174 5.9497 -0.833
O -0.2920 4.4980 4.9811 0.116
C 0.8811 5.1423 4.4915 -0.656
H -3.3388 3.6236 1.4994 -0.769
H -4.1312 5.0394 2.0824 0.543
H -4.7116 3.4201 2.5537 0.275
H -2.0506 4.8885 3.3906 0.409
H -2.2009 3.2132 3.6529 -0.450
H -4.0185 6.2436 6.0618 0.392
H -4.6897 6.0137 4.4086 0.484
H -3.0909 6.6562 4.5236 0.370
H -5.3586 3.7979 4.5622 0.492
H -4.8720 3.9902 6.2387 0.603
H -5.1688 1.3853 5.3851 0.594
H -3.5645 1.7836 6.1635 0.391
H -3.8407 1.5853 4.4900 0.018
H -2.0671 3.2960 6.1374 0.006
H -2.8881 4.6144 7.0178 0.536
H -0.4554 5.4221 6.8567 0.521
H -1.2449 6.2125 5.5635 0.394
H 1.5290 4.4265 3.9856 -0.139
H 1.5955 5.4397 5.2591 0.392
H 0.6149 6.0691 3.9832 0.366
C 2.1121 -0.4590 1.8190 -1.677
C 0.9566 0.5402 1.8591 0.104
N 0.4788 1.0007 0.4941 1.253
C -0.1112 -0.2206 -0.2897 -0.541
C -0.6645 2.0813 0.7742 0.659
C -1.0848 2.9047 -0.4702 0.738
C 1.5940 1.6029 -0.4162 1.358
C 2.2189 2.8813 0.1419 -1.514
O 2.7851 2.7324 1.4181 -0.070
C 3.6991 3.8094 1.6716 -1.016
H 3.0666 -0.1132 1.4221 0.433
H 2.0201 -1.3657 1.2210 -0.162
H 2.3070 -0.8994 2.7968 0.600
H 1.2763 1.3729 2.4856 -0.161
H 0.0777 0.1151 2.3437 0.646
H -1.1103 -0.4049 0.1053 -0.016
H 0.4463 -1.1548 -0.2218 0.124
H -0.2512 0.1045 -1.3206 -0.059
H -0.4768 2.7102 1.6445 -0.116
H -1.5026 1.4517 1.0729 -0.015
H -1.9283 3.5574 -0.2457 -0.577
H -1.3396 2.3414 -1.3679 -0.099
H -0.3218 3.6471 -0.7040 -0.543
H 1.2625 1.7965 -1.4363 -0.672
H 2.4573 0.9393 -0.4647 0.111
H 1.4885 3.6844 0.2406 -0.331
H 3.0229 3.2106 -0.5164 0.883
H 3.3736 4.8240 1.4419 0.300
H 4.6849 3.6990 1.2200 0.321
H 3.8986 3.8515 2.7423 0.339
C -0.0112 1.0708 -6.6637 -1.427
C 0.9348 1.1137 -5.4298 0.289
N 1.8216 2.4079 -5.2921 0.829
C 2.8666 2.0359 -4.1523 -0.690
C 2.5934 2.7941 -6.5468 -0.502
C 3.3805 1.6131 -7.2773 -1.296
C 0.9263 3.6042 -4.7551 0.283
C 1.6541 4.9026 -4.5138 -0.527
O 2.1985 4.7978 -3.2151 0.183
C 2.9657 5.8932 -2.7969 -0.862
H -0.5573 0.1297 -6.7279 0.224
H 0.4510 1.2142 -7.6404 0.451
H -0.7659 1.8541 -6.7346 0.140
H 1.6106 0.2614 -5.3599 0.573
H 0.4836 1.0294 -4.4411 -0.488
H 3.5853 2.8501 -4.0597 0.306
H 3.4151 1.1300 -4.4103 0.304
H 2.2714 1.9233 -3.2460 0.033
H 3.2646 3.6128 -6.2876 0.482
H 1.8258 3.1691 -7.2238 0.454
H 4.0159 1.0372 -6.6046 0.298
H 4.0133 2.0128 -8.0697 0.442
H 2.7034 0.8702 -7.6989 0.260
H 0.3715 3.2373 -3.8916 -0.407
H 0.3134 3.8328 -5.6270 0.454
H 0.8730 5.6553 -4.4069 -0.224
H 2.4500 5.2225 -5.1863 0.517
H 3.9043 5.8618 -3.3501 0.337
H 3.2179 5.8557 -1.7372 0.107
H 2.3716 6.7681 -3.0609 0.275
P 0.2541 6.9750 0.5402 1.631
F -1.2982 7.0413 0.7684 -0.494
F -0.0142 6.3556 -0.9272 -0.272
F 0.2454 8.3974 -0.0783 -0.342
F 1.9199 6.8822 0.2922 -0.478
F 0.5385 7.5808 2.0403 -0.430
F 0.3891 5.4164 1.1046 -0.440
B 3.2222 -0.8681 -2.3387 -0.292
F 4.1964 0.0118 -1.8982 -0.298
F 3.4812 -1.5553 -3.5406 -0.427
F 2.9881 -1.7559 -1.3455 0.163
F 1.9584 -0.3789 -2.5523 0.297
B 1.6349 -5.7410 2.6549 0.136
F 0.6300 -5.3971 3.4359 0.112
F 1.1750 -5.8169 1.3028 -0.229
F 2.7091 -4.8596 2.8076 -0.335
F 2.1542 -6.9219 3.0805 -0.436
C -4.8252 -1.2578 3.3479 -1.471
C -3.4270 -1.2075 2.6775 0.711
O -2.8614 -0.1044 2.5713 -0.153
O -3.0307 -2.2575 2.1067 -0.705
H -5.4154 -0.3477 3.2409 0.279
H -4.6282 -1.4463 4.4032 0.345
H -5.5527 -1.9610 2.9424 0.313
C -3.8987 1.4796 -4.7669 -1.495
C -2.6516 1.0725 -4.0483 -0.179
O -1.8895 2.0596 -3.8516 0.165
O -2.4650 -0.1025 -3.6576 -0.032
H -4.6831 1.9324 -4.1604 0.177
H -4.4203 0.5863 -5.1104 0.422
H -3.7744 2.2065 -5.5695 0.422
```

The value obtained for the total energy is -6266.4320 Ha. Its net charge is +4.